The following is a quantum chemistry calculation of C47H99N5O7 as an isolated structure, from the Open Molecules 2025 dataset.

As for the relative energy (zero: lowest compared OMol25 entry of this formula, charge and spin): 35.399 eV. As for the multiplicity: 1. Its total charge is -2. For the orbital gap, the calculation gives 4.3 eV.

Last column: Löwdin charge in e.
Cartesian coordinates (Å):
O1 -0.13 -1.21 2.39  -0.259
C1 -0.68 -0.86 1.09  -0.315
C2 -2.17 -1.43 0.72  -0.281
O2 -2.47 -2.86 0.73  -0.344
H1 0.07 -1.13 0.35  0.024
H2 -0.42 0.20 1.01  0.033
H3 -2.37 -1.11 -0.31  0.028
H4 -2.96 -0.84 1.18  0.071
C3 1.52 -0.15 1.02  -0.065
C4 3.10 -0.14 1.32  -0.269
C5 3.49 1.09 0.61  -0.143
C6 4.97 1.35 0.88  -0.119
C7 5.24 1.41 2.44  -0.092
C8 4.72 0.19 3.33  -0.424
N1 3.37 0.02 2.77  -0.192
O3 2.69 -0.90 3.60  0.059
C9 5.51 -1.08 3.28  -0.039
C10 4.76 0.82 4.77  -0.064
C11 4.01 -1.37 0.73  -0.004
H5 1.31 -0.57 0.04  0.047
H6 0.85 0.71 1.05  0.089
H7 0.92 -0.76 1.69  -0.060
H8 3.37 1.01 -0.48  0.005
H9 2.88 1.96 0.84  0.044
H10 5.44 2.28 0.54  0.099
H11 5.61 0.62 0.40  0.093
H12 4.81 2.35 2.77  0.093
H13 6.31 1.60 2.52  0.103
H14 6.39 -1.04 2.63  0.083
H15 5.96 -1.29 4.26  0.075
H16 4.88 -1.93 3.01  0.075
H17 4.28 1.79 4.89  0.036
H18 4.35 0.17 5.55  0.088
H19 5.74 1.10 5.16  0.080
H20 3.81 -1.41 -0.34  0.084
H21 3.63 -2.37 0.94  0.027
H22 5.05 -1.22 1.03  0.060
H23 3.02 -1.77 3.36  0.083
C12 1.41 0.56 -4.07  -0.033
C13 1.50 0.28 -2.50  -0.306
C14 2.59 1.39 -1.95  -0.056
C15 1.87 2.77 -1.86  -0.129
C16 0.48 2.76 -1.15  -0.198
C17 -0.51 1.66 -1.69  -0.330
N2 0.25 0.44 -1.72  -0.095
O4 -0.47 -0.72 -1.84  -0.019
C18 -1.62 1.55 -0.61  -0.093
C19 -1.00 2.26 -3.11  -0.012
C20 2.18 -1.11 -2.19  -0.054
H24 0.50 0.37 -4.64  0.067
H25 2.22 -0.03 -4.51  0.063
H26 1.71 1.56 -4.39  0.053
H27 3.00 1.16 -0.96  -0.039
H28 3.43 1.55 -2.62  0.120
H29 1.71 3.40 -2.73  0.095
H30 2.49 3.39 -1.21  0.090
H31 -0.06 3.70 -1.25  0.128
H32 0.62 2.74 -0.06  -0.049
H33 -1.22 1.31 0.37  0.009
H34 -2.23 2.45 -0.56  0.114
H35 -2.28 0.68 -0.66  0.029
H36 -1.47 1.41 -3.61  0.029
H37 -1.91 2.87 -3.06  0.067
H38 -0.22 2.60 -3.79  0.062
H39 1.84 -2.05 -2.62  0.013
H40 2.05 -1.28 -1.12  0.053
H41 3.26 -1.13 -2.37  0.106
H42 -0.37 -1.03 -0.94  0.042
C21 -6.52 2.32 -2.59  -0.054
C22 -6.11 0.93 -3.02  -0.442
C23 -4.95 0.90 -4.09  -0.146
C24 -3.63 1.06 -3.42  -0.216
C25 -3.38 -0.03 -2.32  -0.075
C26 -4.57 -0.09 -1.25  -0.453
N3 -5.88 0.03 -1.79  -0.114
O5 -6.95 -0.28 -0.91  -0.014
C27 -4.47 -1.45 -0.49  -0.048
C28 -4.40 1.03 -0.23  -0.044
C29 -7.24 0.27 -3.80  -0.076
H43 -7.21 2.77 -3.31  0.067
H44 -5.73 3.02 -2.30  0.073
H45 -7.27 2.36 -1.81  0.080
H46 -4.94 -0.04 -4.65  0.112
H47 -4.98 1.69 -4.84  0.119
H48 -3.67 2.03 -2.94  0.096
H49 -2.88 1.03 -4.21  0.094
H50 -2.45 0.23 -1.82  0.036
H51 -3.31 -1.01 -2.79  0.128
H52 -5.21 -2.21 -0.73  0.082
H53 -3.50 -1.89 -0.74  0.042
H54 -4.39 -1.34 0.59  0.071
H55 -4.63 1.98 -0.70  0.074
H56 -5.12 0.86 0.58  0.095
H57 -3.42 1.08 0.25  0.030
H58 -7.43 0.94 -4.63  0.072
H59 -8.15 0.17 -3.20  0.074
H60 -6.98 -0.69 -4.26  0.079
H61 -7.22 -1.19 -1.09  0.086
C30 -2.11 -5.37 -0.14  -0.089
C31 -0.79 -5.24 -0.73  -0.489
C32 -0.94 -4.34 -1.96  -0.120
C33 0.34 -3.82 -2.67  -0.151
C34 1.12 -3.12 -1.61  -0.215
C35 1.44 -3.87 -0.28  -0.420
N4 0.19 -4.48 0.13  -0.066
O6 0.28 -5.06 1.42  0.001
C36 2.52 -4.92 -0.50  -0.023
C37 1.82 -2.80 0.71  -0.040
C38 -0.30 -6.67 -1.16  -0.038
H62 -2.38 -4.39 0.25  0.016
H63 -2.83 -5.61 -0.93  0.087
H64 -2.21 -5.95 0.77  0.083
H65 -1.42 -4.86 -2.79  0.103
H66 -1.59 -3.49 -1.78  0.117
H67 0.91 -4.69 -3.00  0.101
H68 0.22 -3.18 -3.54  0.119
H69 0.51 -2.24 -1.40  0.089
H70 2.04 -2.90 -2.17  0.070
H71 2.32 -5.95 -0.21  0.064
H72 3.41 -4.56 0.01  0.071
H73 2.97 -5.11 -1.47  0.073
H74 1.12 -1.97 0.77  0.047
H75 2.83 -2.39 0.58  -0.046
H76 1.91 -3.20 1.72  0.122
H77 -0.84 -7.00 -2.04  0.071
H78 0.71 -6.60 -1.56  0.041
H79 -0.20 -7.28 -0.26  0.071
H80 0.97 -5.72 1.40  0.064
C39 2.59 1.95 3.75  -0.083
C40 1.54 2.96 3.34  -0.456
C41 2.05 3.36 1.88  -0.042
C42 1.03 4.00 0.91  -0.153
C43 -0.23 3.12 0.88  -0.225
C44 -0.80 2.84 2.36  -0.392
N5 0.31 2.27 3.28  -0.082
O7 0.01 1.80 4.53  0.026
C45 -1.37 4.18 2.78  -0.037
C46 -1.90 1.88 2.16  -0.049
C47 1.69 4.13 4.32  -0.036
H81 3.53 2.40 4.05  0.032
H82 2.70 1.24 2.93  0.024
H83 2.48 1.44 4.70  0.103
H84 2.86 4.08 1.95  0.127
H85 2.52 2.66 1.18  0.029
H86 1.45 4.02 -0.10  0.073
H87 0.78 5.03 1.14  0.113
H88 0.08 2.12 0.56  0.080
H89 -1.00 3.60 0.28  0.135
H90 -0.65 4.99 2.62  0.063
H91 -2.36 4.40 2.36  0.080
H92 -1.63 4.04 3.83  0.074
H93 -1.51 1.10 1.50  0.032
H94 -2.18 1.37 3.08  0.113
H95 -2.81 2.38 1.83  0.097
H96 2.73 4.48 4.32  0.075
H97 1.20 4.03 5.29  0.077
H98 1.33 5.07 3.92  0.055
H99 -0.40 2.57 4.93  0.076



The following is a quantum chemistry calculation of a 12-piece molecular cluster, C48H102O15 overall, from the Open Molecules 2025 dataset.

As for the relative energy (zero: lowest compared OMol25 entry of this formula, charge and spin): 0.540 eV. As for the multiplicity: 1. For the orbital gap, the calculation gives 10.0 eV. The SMILES is C1CCOC1.C1CCOC1.C1CCOC1.C1CCOC1.C1CCOC1.C1CCOC1.C1CCOC1.C1CCOC1.C1CCOC1.COCCOC.COCCOC.COCCOC.

Last column: Löwdin charge in e.
Cartesian coordinates (Å):
C1 3.89 -0.29 4.59  -0.176
C2 5.05 -1.21 4.50  -0.191
C3 5.19 -1.33 3.01  -0.226
O1 3.88 -1.41 2.49  -0.161
C4 2.99 -0.80 3.43  -0.184
H1 4.23 0.71 4.39  0.087
H2 3.49 -0.23 5.62  0.123
H3 4.87 -2.20 4.99  0.129
H4 5.93 -0.82 5.00  0.115
H5 5.63 -2.29 2.69  0.130
H6 5.71 -0.44 2.57  0.121
H7 2.25 -1.58 3.74  0.132
H8 2.44 0.00 2.93  0.077
C5 3.97 2.17 1.21  -0.130
C6 5.31 2.02 0.47  -0.135
C7 4.79 1.53 -0.83  -0.270
O2 3.60 2.14 -1.09  -0.104
C8 2.95 2.40 0.11  -0.200
H9 4.03 3.01 2.02  0.142
H10 3.72 1.31 1.74  0.059
H11 5.97 1.37 0.98  0.078
H12 5.84 2.98 0.40  0.127
H13 4.72 0.46 -0.91  0.105
H14 5.46 1.76 -1.68  0.133
H15 2.12 1.80 0.26  0.057
H16 2.63 3.43 0.18  0.126
C9 3.43 0.74 -4.19  -0.154
C10 3.53 -0.14 -5.42  -0.144
C11 2.71 -1.36 -5.05  -0.232
O3 2.36 -1.24 -3.70  -0.164
C12 2.24 0.18 -3.46  -0.170
H17 3.38 1.83 -4.46  0.140
H18 4.26 0.67 -3.51  0.085
H19 4.58 -0.49 -5.56  0.117
H20 3.20 0.25 -6.39  0.110
H21 3.25 -2.25 -5.07  0.086
H22 1.87 -1.58 -5.74  0.117
H23 2.19 0.37 -2.37  0.117
H24 1.31 0.48 -3.91  0.101
C13 -2.97 -1.09 -3.62  -0.137
C14 -1.68 -0.19 -3.64  -0.157
C15 -1.41 0.07 -5.12  -0.173
O4 -2.49 -0.57 -5.86  -0.150
C16 -3.60 -0.70 -4.98  -0.208
H25 -3.65 -1.01 -2.80  0.090
H26 -2.64 -2.10 -3.75  0.079
H27 -0.82 -0.68 -3.10  0.091
H28 -1.84 0.73 -3.03  0.108
H29 -0.47 -0.40 -5.49  0.112
H30 -1.31 1.08 -5.33  0.085
H31 -4.36 -1.46 -5.40  0.139
H32 -4.23 0.23 -4.89  0.117
C17 1.20 -5.00 -4.00  -0.145
C18 0.24 -5.22 -5.18  -0.186
C19 -0.70 -4.07 -5.18  -0.150
O5 -0.78 -3.67 -3.72  -0.172
C20 0.40 -4.10 -3.04  -0.221
H33 2.11 -4.48 -4.24  0.090
H34 1.32 -5.95 -3.48  0.105
H35 -0.34 -6.17 -5.07  0.119
H36 0.72 -5.28 -6.21  0.130
H37 -1.73 -4.27 -5.53  0.127
H38 -0.29 -3.22 -5.74  0.105
H39 0.17 -4.63 -2.09  0.117
H40 1.00 -3.22 -2.76  0.079
C21 2.21 3.78 5.63  -0.140
C22 1.73 2.76 4.59  -0.147
C23 1.06 3.62 3.53  -0.190
O6 1.73 4.89 3.58  -0.132
C24 2.67 4.88 4.67  -0.210
H41 2.90 3.41 6.33  0.096
H42 1.41 4.28 6.19  0.117
H43 1.04 1.97 4.91  0.090
H44 2.63 2.23 4.16  0.101
H45 0.04 3.80 3.75  0.088
H46 1.14 3.22 2.53  0.109
H47 2.57 5.82 5.22  0.115
H48 3.68 4.85 4.30  0.107
C25 -5.40 -4.00 -1.94  -0.167
C26 -4.79 -3.03 -0.91  -0.172
C27 -5.21 -3.61 0.49  -0.213
O7 -6.51 -4.10 0.21  -0.172
C28 -6.42 -4.79 -1.12  -0.150
H49 -4.58 -4.58 -2.40  0.110
H50 -5.92 -3.39 -2.74  0.124
H51 -5.13 -2.03 -0.96  0.086
H52 -3.76 -3.00 -1.13  0.078
H53 -5.31 -2.75 1.15  0.105
H54 -4.59 -4.44 0.86  0.123
H55 -7.45 -4.86 -1.50  0.115
H56 -6.06 -5.84 -0.89  0.122
C29 0.31 -1.38 -0.54  -0.124
C30 -0.91 -0.40 -0.34  -0.113
C31 -0.41 0.61 0.74  -0.156
O8 0.64 -0.10 1.43  -0.199
C32 1.37 -0.91 0.49  -0.172
H57 0.70 -1.31 -1.51  0.049
H58 -0.14 -2.38 -0.43  0.106
H59 -1.89 -0.92 -0.13  0.114
H60 -1.16 0.06 -1.27  0.047
H61 -1.14 0.85 1.58  0.119
H62 0.00 1.62 0.44  0.108
H63 2.01 -1.71 0.97  0.124
H64 2.05 -0.26 -0.03  0.089
C33 -2.60 5.24 0.70  -0.138
C34 -3.17 5.48 2.14  -0.137
C35 -2.80 4.19 2.88  -0.186
O9 -2.06 3.34 1.98  -0.169
C36 -1.54 4.18 0.96  -0.228
H65 -2.17 6.18 0.23  0.130
H66 -3.30 4.82 -0.01  0.069
H67 -4.21 5.83 2.17  0.103
H68 -2.65 6.33 2.63  0.111
H69 -3.74 3.64 3.07  0.118
H70 -2.20 4.34 3.74  0.093
H71 -1.22 3.57 0.17  0.101
H72 -0.71 4.80 1.29  0.113
C37 -5.85 1.02 1.63  -0.066
O10 -5.73 1.52 0.30  -0.168
C38 -5.23 2.78 0.17  -0.270
C39 -5.68 3.34 -1.17  -0.163
O11 -7.12 3.35 -1.38  -0.183
C40 -7.74 4.31 -0.55  -0.104
H73 -6.50 1.70 2.21  0.095
H74 -4.85 0.99 2.09  0.082
H75 -6.13 -0.04 1.53  0.091
H76 -4.16 2.78 0.16  0.112
H77 -5.55 3.40 0.93  0.086
H78 -5.31 2.67 -1.92  0.122
H79 -5.33 4.41 -1.26  0.133
H80 -7.61 5.25 -1.04  0.076
H81 -7.34 4.36 0.42  0.061
H82 -8.83 4.06 -0.56  0.107
C41 -3.63 1.36 5.91  -0.072
O12 -2.64 0.31 5.86  -0.191
C42 -1.61 0.43 4.87  -0.195
C43 -1.36 -0.93 4.32  -0.200
O13 -2.22 -1.13 3.20  -0.174
C44 -2.13 -2.37 2.57  -0.105
H83 -3.13 2.30 6.02  0.076
H84 -4.32 1.14 6.71  0.088
H85 -4.14 1.41 4.98  0.058
H86 -0.68 0.81 5.33  0.112
H87 -1.96 1.10 4.04  0.130
H88 -1.38 -1.70 5.11  0.136
H89 -0.29 -0.93 3.99  0.117
H90 -1.14 -2.59 2.10  0.098
H91 -2.85 -2.35 1.74  0.079
H92 -2.27 -3.16 3.23  0.060
C45 7.46 -1.36 -0.49  -0.117
O14 6.49 -1.15 -1.49  -0.215
C46 6.45 -2.14 -2.55  -0.161
C47 5.19 -2.98 -2.54  -0.224
O15 5.10 -3.63 -1.32  -0.155
C48 3.76 -3.77 -0.94  -0.100
H93 7.24 -2.30 0.06  0.095
H94 7.43 -0.46 0.19  0.090
H95 8.49 -1.33 -0.85  0.080
H96 7.29 -2.85 -2.39  0.130
H97 6.55 -1.57 -3.51  0.134
H98 5.25 -3.64 -3.39  0.125
H99 4.33 -2.31 -2.55  0.103
H100 3.19 -2.85 -0.96  0.073
H101 3.70 -4.11 0.10  0.095
H102 3.19 -4.51 -1.52  0.087